Entry 1:
C12H40O8 | the ωB97M-V functional and the def2-TZVPD basis

The HOMO-LUMO gap (alpha / beta) comes out at 9.4780 / 2.5403 eV. For the HOMO energy (alpha / beta), the calculation gives -12.4 / -12.4 eV. As for the charge: +1. The value obtained for the relative energy (zero: lowest compared OMol25 entry of this formula, charge and spin) is 191.7 kJ/mol. As for the spin multiplicity: 2. The total energy is -29460.9006 eV.

Atoms and positions in Å:
H  -2.038439  -0.858603  -3.593467
O  -0.732039  -2.692963  -2.240987
C  0.318541  -1.019573  -0.869027
H  -2.471069  2.043677  1.223613
O  -0.198779  -3.353253  -5.960527
H  2.726291  2.463117  -1.209687
H  -0.891449  -3.897673  -6.334757
H  -0.664249  -2.645683  -5.514527
H  -0.853629  1.726387  1.659503
H  4.054331  1.599947  0.933783
C  2.023561  1.509427  1.441003
H  1.226111  -1.121723  -1.463997
O  -1.835159  -3.622683  2.268633
H  -1.752429  -1.385083  -1.131477
H  -1.288469  3.733147  4.451673
H  0.348371  -1.813263  -0.122527
H  3.742951  4.178367  0.068253
H  3.284371  4.049437  1.766033
C  -1.631459  3.766787  2.309533
H  -1.703769  0.454157  -2.715167
H  -0.051089  -3.360183  1.336113
H  0.047151  -4.453913  3.488503
H  2.523391  -2.816553  -2.821027
H  -2.368759  -3.244253  2.971243
O  2.987421  1.752857  -0.618977
H  2.201891  4.162937  0.414023
C  -0.608119  -3.007313  2.204043
C  3.121851  2.127257  0.732473
H  1.236021  -2.987993  3.314693
O  -3.141369  -4.226983  -2.229217
H  1.642061  1.159707  -5.013647
H  2.005601  0.440737  1.227283
H  1.885181  1.813507  2.478533
H  0.176221  -0.963603  2.052823
C  -1.733079  2.278707  1.990573
O  2.167411  1.630057  -4.366337
H  -3.941159  -4.451843  -1.753807
C  0.227941  -3.379683  3.450533
H  -3.056819  -4.910823  -2.893627
H  -1.329539  -1.232373  1.163693
C  -0.901289  -1.348383  -1.811417
O  1.986081  -2.487113  -3.541447
C  -0.747689  -1.541573  2.031993
H  -0.199589  -2.902073  4.332123
C  -1.198119  -0.460503  -3.024727
H  -1.261899  -1.050143  2.857943
H  -2.647569  4.137977  2.443083
H  1.153521  1.865787  0.889503
H  1.541511  1.884237  -3.688197
C  -0.800849  4.140997  3.566253
H  -2.067219  1.746137  2.880973
H  0.288581  -0.093313  -0.295227
H  -0.704419  5.224577  3.634483
H  -1.553249  -3.176503  -2.125227
H  1.084561  -2.610493  -3.244357
H  -1.417959  5.480967  1.249103
O  -1.171399  4.554847  1.193303
H  -0.289359  -0.137133  -3.532347
C  3.096101  3.650747  0.769183
H  0.154431  3.676777  3.321223

Cartesian forces (eV/Å) of the 6 atoms listed first:
0.7 -0.6 -0.6
1.0 0.2 -0.2
-0.3 -0.8 -1.1
-0.1 0.4 -0.1
0.2 0.0 0.0
-0.2 0.9 -0.5

Entry 2:
C12H42N2O10 | the ωB97M-V functional and the def2-TZVPD basis

The HOMO-LUMO gap comes out at 8.3868 eV. For the HOMO energy, the calculation gives -8.3 eV. The value obtained for the relative energy (zero: lowest compared OMol25 entry of this formula, charge and spin) is 168.4 kJ/mol. Its SMILES is COCCNCCOC.COCCNCCOC.O.O.O.O.O.O. The total energy is -36577.2346 eV.

Atoms and positions in Å:
C  -0.621639  6.098426  1.774666
H  -0.713163  11.435520  -1.965822
H  0.895243  -2.029063  -2.675131
H  -1.983511  10.347320  -1.243790
H  -0.795049  7.057965  -0.927225
C  -0.588364  -8.591544  0.562841
O  -1.598382  -9.023008  1.459789
H  1.122240  -3.510727  2.188479
O  -1.497920  0.764172  -1.403789
C  -0.871048  -7.237384  -0.039872
H  -1.072229  -6.500209  0.738385
N  0.289991  6.834637  0.870371
O  1.158000  -0.320123  -1.186480
H  0.487980  -2.383058  0.955680
H  0.069853  5.661948  2.497235
O  -0.056686  9.534075  -1.630442
H  -0.517345  -5.735519  -2.359638
H  -1.840926  -10.516015  2.805886
O  3.935880  -0.533537  -2.437622
C  -0.921441  10.596194  -1.306937
C  0.477297  8.811649  -0.528505
H  -1.727629  -7.365152  -0.719648
H  -1.868012  0.655547  -2.287573
O  -0.736631  0.222501  1.808699
H  1.421374  8.447600  -0.942373
H  -2.138998  1.306030  -0.930546
O  0.740879  -4.432289  0.445791
H  -1.330348  8.144169  0.359733
H  -0.000134  0.085191  2.423114
C  0.432686  -3.399723  1.352282
H  -0.390824  -10.720682  1.751361
H  -1.378318  6.757387  2.196714
H  -1.838483  4.329456  1.851403
H  -0.556439  -9.322886  -0.260647
H  0.397611  -8.627483  1.038943
H  3.770353  -0.974955  -1.594846
H  2.218774  -1.495602  -3.199351
H  -0.706613  10.976687  -0.296544
O  2.134610  -0.352948  1.566977
C  -1.427430  -10.378823  1.811220
H  1.568932  -0.390797  0.773609
O  -0.535444  4.203825  0.239455
H  1.409410  0.283931  -1.895422
O  1.580597  -2.206697  -3.326067
H  0.383061  3.433897  1.987596
C  -1.374680  4.958870  1.077071
C  0.242815  3.189150  0.935243
H  0.291625  0.011883  -0.883257
H  0.704509  6.104214  0.297196
N  0.306401  -6.847223  -0.787363
H  0.096364  -3.456488  -1.200543
C  0.204773  -5.606688  -1.542452
H  4.465284  0.239898  -2.213143
H  -1.461962  0.534998  2.360348
H  -2.253832  5.334396  0.548382
C  -0.452012  7.679891  -0.096570
H  -0.579315  -3.525402  1.761096
H  1.162972  -5.411692  -2.025362
H  -1.177832  -4.421775  -0.375345
H  -0.414986  2.331818  0.825720
H  3.007318  -0.604479  1.254300
H  1.168217  3.084880  0.378362
C  -0.125063  -4.391131  -0.679064
H  -1.964022  -11.023582  1.105189
H  0.670833  -7.599645  -1.351651
H  0.700830  9.478204  0.309884

Cartesian forces (eV/Å) of the 6 atoms listed first:
0.8 -0.4 -0.9
-0.3 -0.1 -0.3
0.1 0.1 0.1
0.0 -0.2 -0.6
0.0 0.4 -0.3
-0.1 -0.8 -0.2

Entry 3:
C12H42N2O8 | the ωB97M-V functional and the def2-TZVPD basis

The HOMO-LUMO gap comes out at 9.4204 eV. For the HOMO energy, the calculation gives -8.9 eV. The value obtained for the relative energy (zero: lowest compared OMol25 entry of this formula, charge and spin) is 279.3 kJ/mol. Its SMILES is COC[C@H](C)N.COC[C@H](C)N.CO.CO.CO.CO.O.O. The total energy is -32481.7419 eV.

Atoms and positions in Å:
O  1.504752  -1.959418  4.278209
N  1.301174  -1.532796  -1.762731
H  -0.265595  2.658581  2.832244
H  -3.161004  1.476726  4.469075
H  0.774476  -2.016756  2.316855
H  5.763000  -2.075344  -4.209633
H  -1.115298  0.271418  -2.531669
H  -0.588496  4.306823  -0.689852
O  1.432391  4.065782  -0.727533
H  -4.551848  0.363443  1.040163
H  -4.095694  -3.427754  -2.973503
O  0.500005  1.151078  -1.436981
C  -4.495800  -2.499265  -2.566149
C  2.725459  -1.492480  -1.518604
H  0.834721  2.044915  -1.333883
H  3.369358  -3.300009  -2.432661
H  -0.454143  4.867685  2.718210
H  6.894446  -2.197010  -2.808943
H  -2.325915  -2.226277  1.548923
H  2.140019  4.302729  -0.123597
H  -5.014314  -2.746933  -1.639921
C  5.912095  -2.460517  -3.200909
H  -4.120267  -2.019204  0.453608
C  0.064552  4.449721  3.580977
O  -3.476939  -1.611923  -2.320777
C  1.039684  -1.326614  3.117776
H  -5.207936  -2.100863  -3.288801
H  -3.252295  0.932039  -0.125991
H  3.350737  -1.993022  -3.604069
C  -3.963265  0.152349  0.147354
H  3.088647  -0.479852  -1.694085
C  2.894180  -1.748214  -0.030290
H  -1.115437  2.055657  -2.364437
H  0.196008  3.707730  0.783725
C  3.615819  -2.248242  -2.578065
H  3.925900  -1.739644  0.321255
H  0.260510  -0.614224  3.388846
O  4.934142  -1.948373  -2.267717
H  2.331866  -2.407903  4.087563
H  2.530198  -2.769466  0.082190
H  -0.167319  5.055256  4.457143
H  -4.713664  0.263928  -0.635300
C  -3.367968  -1.286961  0.160423
H  -1.126842  0.526565  1.812759
H  1.713768  -0.561442  2.732777
C  -2.684492  -1.774936  -1.142971
H  -2.464645  -2.839255  -1.059292
N  -2.474203  -1.259899  1.295472
O  -0.464856  3.167400  3.621548
O  -2.534919  1.025567  3.902759
H  2.310293  -1.037623  0.554719
C  0.265259  4.435722  -0.024576
H  -1.723234  -1.268811  -1.231993
C  -0.494990  1.165362  -2.466955
H  1.119197  4.504728  3.311148
H  0.148581  5.456483  0.339462
O  -0.434420  1.158154  1.618109
H  -1.764764  1.593937  3.895764
H  -0.029904  1.184544  -3.452569
H  -0.182956  0.967664  0.714391
H  0.895220  -0.710958  -1.338619
H  5.922291  -3.548496  -3.266329
H  1.123323  -1.277883  -2.723714
H  -3.048651  -0.803614  1.989673

Cartesian forces (eV/Å) of the 6 atoms listed first:
0.1 -0.2 0.4
-0.7 -0.5 -0.9
0.2 -0.1 -0.5
-0.1 0.1 0.1
-0.3 0.1 0.0
0.0 0.3 0.0

Entry 4:
C12H42N8O9 | the ωB97M-V functional and the def2-TZVPD basis

The HOMO-LUMO gap comes out at 8.6728 eV. For the HOMO energy, the calculation gives -8.9 eV. The value obtained for the relative energy (zero: lowest compared OMol25 entry of this formula, charge and spin) is 601.3 kJ/mol. Its SMILES is NC(N)=O.NC(N)=O.NC(N)=O.NC(N)=O.CCO.CCO.CCO.CO.CO. The total energy is -43470.0250 eV.

Atoms and positions in Å:
N  -1.235465  0.691127  -1.214803
O  -2.023465  -0.267873  -3.108803
O  1.088535  -2.552873  -4.816803
C  -2.842465  1.120127  1.564197
O  -2.541465  -1.843873  0.771197
N  -3.279465  0.713127  0.490197
H  -3.305465  -2.464873  2.532197
H  -2.235465  2.767127  -1.865803
C  3.758535  -1.792873  -2.696803
H  -0.785465  -2.265873  -4.399803
H  -1.300465  -0.368873  3.667197
H  -4.733465  1.076127  2.348197
H  1.019535  -3.511873  -2.232803
H  2.725535  -1.721873  -2.247803
H  2.920535  -2.629873  -4.195803
H  0.702535  2.051127  -1.144803
H  0.198535  -2.272873  -0.809803
C  -1.870465  0.818127  -2.302803
O  3.461535  2.862127  -1.005803
H  0.850535  5.162127  0.205197
H  4.519535  1.519127  -2.152803
O  -2.175465  1.646127  4.814197
H  4.305535  -2.619873  -2.304803
O  3.592535  -1.938873  -4.083803
C  1.001535  -0.987873  0.490197
H  -2.958465  -0.892873  4.016197
H  1.555535  0.295127  1.825197
H  -0.618465  -3.401873  -2.180803
H  -1.558465  -2.531873  2.468197
H  -0.943465  -1.598873  0.301197
H  -0.854465  -0.211873  -0.872803
O  -1.480465  1.362127  1.809197
C  3.975535  1.582127  -1.239803
H  0.200535  -1.363873  -3.354803
C  4.802535  1.082127  -0.014803
H  -1.288465  2.024127  4.720197
N  0.975535  4.237127  -0.233803
H  1.168535  4.273127  -1.225803
C  0.135535  -2.319873  -3.873803
N  -0.015465  -1.536873  -0.125803
N  -3.763465  1.251127  2.531197
H  0.039535  -4.442873  -3.346803
H  -2.477465  -3.793873  1.594197
H  3.071535  0.965127  -1.311803
C  0.966535  3.182127  0.580197
O  1.007535  3.154127  1.954197
H  5.020535  0.068127  -0.121803
C  -2.023465  0.464127  5.481197
H  -2.920465  0.375127  6.103197
H  -4.259465  0.762127  0.143197
H  -0.163465  0.213127  1.786197
H  -2.685465  2.298127  -3.498803
H  5.722535  1.590127  0.197197
N  0.895535  2.095127  -0.147803
H  4.125535  1.251127  0.844197
H  -1.706465  -1.582873  4.830197
H  -1.088465  0.670127  6.119197
H  1.179535  -1.750873  -5.252803
H  0.805535  1.185127  0.350197
N  -2.188465  2.043127  -2.612803
H  -3.406465  1.401127  3.481197
C  -2.482465  -2.707873  1.839197
O  2.326535  -1.371873  0.182197
H  -3.199465  -1.139873  0.916197
H  2.548535  2.784127  -0.753803
H  -0.965465  1.458127  -0.561803
C  0.131535  -3.481873  -2.863803
N  0.750535  -0.110873  1.430197
H  4.329535  -0.897873  -2.467803
H  -2.505465  0.537127  -0.176803
C  -1.997465  -0.651873  4.436197

Cartesian forces (eV/Å) of the 6 atoms listed first:
3.0 -0.5 5.6
0.0 4.9 3.2
1.5 -2.2 -0.1
6.1 3.1 8.1
-0.5 0.5 -1.3
-2.3 -2.1 -7.9

Look up the relative energy (zero: lowest compared OMol25 entry of this formula, charge and spin) of the first one. 191.7 kJ/mol

Which of these has the lowest relative energy (zero: lowest compared OMol25 entry of this formula, charge and spin)? C12H42N2O10